Entry 1:
Molecular formula: C6H12NO
Method: DFT, ωB97M-V with the def2-TZVPD basis set

Properties
- gap between HOMO and LUMO (spin up / spin down) (eV) = 9.15 / 6.66
- ΔE to the lowest compared entry with this formula, charge and spin (kJ/mol) = 267.9
- ⟨S²⟩ = 0.754
- 2S+1 = 2
- LUMO level (spin up / spin down) (eV) = 1.00 / -1.49
- HOMO (spin up / spin down) (eV) = -8.152 / -8.151

Geometry as XYZ:
```
20
C6H12NO | the Open Molecules 2025 dataset | ωB97M-V with the def2-TZVPD basis set
C 1.31 2.10 2.26
O 2.51 2.00 2.62
C 0.95 1.35 0.97
C -0.27 0.35 1.19
C -0.51 -0.59 -0.01
C 0.04 -0.33 -1.22
N -0.53 -1.09 -2.37
C -1.24 -2.28 -2.28
H 0.91 3.14 2.18
H 0.65 1.62 2.94
H 0.87 1.95 0.04
H 1.85 0.58 0.73
H -1.10 0.96 1.56
H -0.08 -0.29 2.02
H -1.28 -1.25 0.22
H 0.90 0.19 -1.53
H -0.97 -0.35 -2.97
H -1.07 -3.01 -2.99
H -0.69 -2.89 -1.41
H -2.27 -2.16 -1.95
```

***

Entry 2:
Molecular formula: C25H27AuCl2Sb
Method: DFT, ωB97M-V with the def2-TZVPD basis set

Properties
- total charge = -1
- gap between HOMO and LUMO (spin up / spin down) (eV) = 5.94 / 5.83
- ΔE to the lowest compared entry with this formula, charge and spin (kJ/mol) = 86.1
- ⟨S²⟩ = 2.009
- 2S+1 = 3
- LUMO level (spin up / spin down) (eV) = 2.86 / 1.14
- HOMO (spin up / spin down) (eV) = -3.084 / -4.694

Geometry as XYZ:
```
56
C25H27AuCl2Sb | the Open Molecules 2025 dataset | ωB97M-V with the def2-TZVPD basis set
Au 1.01 1.66 -1.75
Cl -0.32 3.67 -2.01
Cl 1.48 2.07 0.60
C 2.28 -0.11 -2.07
H 3.07 -0.64 -2.78
H 2.72 -0.15 -1.05
C 0.25 0.16 -3.10
C 1.56 -0.70 -3.30
H -0.49 -0.49 -2.53
C 2.41 -0.11 -4.49
H 1.37 -1.83 -3.19
C 2.12 1.35 -4.79
H 3.48 -0.07 -4.22
H 2.34 -0.79 -5.36
C 0.66 1.56 -5.23
H 2.27 2.00 -3.90
H 2.82 1.72 -5.54
C -0.36 0.93 -4.28
H 0.46 2.64 -5.31
H 0.57 1.12 -6.24
H -0.96 1.77 -3.82
H -1.06 0.25 -4.85
C -2.40 3.51 3.41
C -2.05 3.73 2.07
C -1.41 2.73 1.34
C -1.23 1.46 1.90
C -1.61 1.22 3.23
C -2.16 2.26 3.99
Sb -0.38 -0.05 0.64
C 1.26 -1.10 1.60
C 2.01 -2.02 0.86
C 3.15 -2.61 1.43
C 3.53 -2.26 2.72
C 2.80 -1.31 3.45
C 1.65 -0.74 2.88
C -2.01 -1.49 1.40
C -1.67 -2.56 2.22
C -2.67 -3.28 2.89
C -4.01 -2.95 2.65
C -4.37 -1.91 1.79
C -3.34 -1.19 1.14
H -2.85 4.31 4.00
H -2.24 4.69 1.60
H -1.05 2.95 0.34
H -1.46 0.23 3.69
H -2.44 2.07 5.03
H 1.75 -2.24 -0.17
H 3.75 -3.32 0.86
H 4.42 -2.72 3.18
H 3.11 -1.01 4.46
H 1.11 0.04 3.43
H -0.63 -2.83 2.38
H -2.40 -4.09 3.58
H -4.80 -3.52 3.14
H -5.43 -1.64 1.61
H -3.62 -0.37 0.46
```

***

Entry 3:
Molecular formula: C6H14O3PbS4Sb
Method: DFT, ωB97M-V with the def2-TZVPD basis set

Properties
- total charge = +1
- gap between HOMO and LUMO (spin up / spin down) (eV) = 6.48 / 6.52
- ΔE to the lowest compared entry with this formula, charge and spin (kJ/mol) = 0.0
- LUMO level (spin up / spin down) (eV) = -5.97 / -5.95
- HOMO (spin up / spin down) (eV) = -12.442 / -12.474

Geometry as XYZ:
```
29
C6H14O3PbS4Sb | the Open Molecules 2025 dataset | ωB97M-V with the def2-TZVPD basis set
Pb 0.69 -1.22 0.06
C -2.48 -3.21 -0.31
O -1.93 -1.91 -0.48
C -2.88 -0.88 -0.27
C -2.19 0.43 -0.57
O -1.01 0.52 0.24
C -0.83 1.64 1.13
C -0.51 1.12 2.50
O 0.63 0.28 2.38
C 1.09 -0.21 3.64
H -3.27 -3.39 -1.03
H -2.87 -3.33 0.70
H -1.67 -3.92 -0.47
H -3.24 -0.91 0.77
H -3.74 -1.00 -0.94
H -2.84 1.28 -0.38
H -1.88 0.45 -1.61
H -1.75 2.24 1.16
H -0.01 2.25 0.74
H -1.35 0.55 2.92
H -0.29 1.96 3.17
H 1.38 0.62 4.29
H 1.95 -0.84 3.45
H 0.30 -0.80 4.13
S 1.43 2.39 -3.74
Sb 2.20 0.51 -2.53
S 0.52 -1.04 -2.69
S 2.51 0.79 -0.28
S 4.28 0.05 -3.52
```

***

Entry 4:
Molecular formula: C21H17BrF3N2O8SSc
Method: DFT, ωB97M-V with the def2-TZVPD basis set

Properties
- gap between HOMO and LUMO (eV) = 7.78
- ΔE to the lowest compared entry with this formula, charge and spin (kJ/mol) = 0.0
- LUMO level (eV) = -1.20
- HOMO (eV) = -8.978

Geometry as XYZ:
```
54
C21H17BrF3N2O8SSc | the Open Molecules 2025 dataset | ωB97M-V with the def2-TZVPD basis set
Sc -0.03 0.15 -0.18
O -2.36 -2.14 1.84
C -2.07 -1.65 0.78
O -0.84 -1.54 0.30
C -3.14 -1.09 -0.16
C -2.67 -1.18 -1.61
C -3.78 -0.86 -2.60
C -3.90 0.68 -2.46
C -2.86 0.97 -1.38
O -1.81 0.00 -1.71
C -3.35 0.47 -0.01
C -2.56 1.11 1.12
O -3.07 1.53 2.13
O -1.26 1.16 0.87
H -4.06 -1.63 0.03
H -2.08 -2.06 -1.83
H -3.49 -1.14 -3.61
H -4.70 -1.39 -2.35
H -3.65 1.19 -3.39
H -4.89 1.01 -2.15
H -2.44 1.97 -1.39
H -4.40 0.71 0.15
Br 1.41 -0.50 7.35
C 1.51 -0.56 5.46
C 2.39 -1.44 4.86
C 2.47 -1.48 3.48
C 1.67 -0.64 2.71
C 0.77 0.21 3.33
C 0.69 0.26 4.71
N 1.72 -0.65 1.28
C 2.80 -0.93 0.69
C 2.83 -1.06 -0.79
C 4.03 -1.23 -1.46
C 4.00 -1.37 -2.84
C 2.78 -1.35 -3.49
C 1.63 -1.16 -2.74
N 1.65 -1.02 -1.42
H 3.00 -2.10 5.46
H 3.12 -2.20 3.01
H 0.12 0.85 2.74
H -0.01 0.93 5.19
H 3.74 -1.10 1.22
H 4.96 -1.24 -0.91
H 4.92 -1.50 -3.40
H 2.71 -1.46 -4.56
H 0.66 -1.09 -3.21
F 1.47 4.88 -0.60
C 0.60 4.00 -1.09
F -0.47 3.96 -0.32
F 0.24 4.37 -2.32
S 1.43 2.36 -1.18
O 2.63 2.58 -1.92
O 0.41 1.50 -1.83
O 1.55 1.89 0.20
```

***

Entry 5:
Molecular formula: C3H4P2
Method: DFT, ωB97M-V with the def2-TZVPD basis set

Properties
- gap between HOMO and LUMO (spin up / spin down) (eV) = 7.30 / 7.14
- ΔE to the lowest compared entry with this formula, charge and spin (kJ/mol) = 108.2
- ⟨S²⟩ = 2.009
- 2S+1 = 3
- LUMO level (spin up / spin down) (eV) = 0.82 / -2.27
- HOMO (spin up / spin down) (eV) = -6.475 / -9.419

Geometry as XYZ:
```
9
C3H4P2 | the Open Molecules 2025 dataset | ωB97M-V with the def2-TZVPD basis set
C -0.98 0.34 0.89
C -0.60 -0.75 0.28
C 1.48 0.04 -0.98
P -0.04 -0.79 -1.40
P 0.61 1.28 -1.65
H -1.30 0.48 1.90
H -1.14 1.19 0.28
H -0.24 -1.56 0.87
H 2.21 -0.23 -0.18
```

***

Entry 6:
Molecular formula: C5H7FN2
Method: DFT, ωB97M-V with the def2-TZVPD basis set

Properties
- gap between HOMO and LUMO (eV) = 11.11
- ΔE to the lowest compared entry with this formula, charge and spin (kJ/mol) = 186.2
- structure (SMILES) = [H]/N=C/CC[C@H](F)C#N
- LUMO level (eV) = 0.74
- HOMO (eV) = -10.369

Geometry as XYZ:
```
15
C5H7FN2 | the Open Molecules 2025 dataset | ωB97M-V with the def2-TZVPD basis set
H -2.38 -0.91 1.79
N -1.54 -1.14 1.18
C -1.12 -0.24 0.36
C -0.05 -0.59 -0.61
C 1.05 0.43 -0.61
C 1.99 0.41 0.57
F 2.81 1.56 0.72
C 2.76 -0.82 0.28
N 3.14 -1.87 0.04
H -1.33 0.79 0.34
H -0.47 -0.59 -1.60
H 0.35 -1.67 -0.45
H 1.67 0.30 -1.61
H 0.57 1.41 -0.79
H 1.34 0.20 1.48
```

***

Entry 7:
Molecular formula: C18H23NO4S2
Method: DFT, ωB97M-V with the def2-TZVPD basis set

Properties
- gap between HOMO and LUMO (eV) = 8.89
- ΔE to the lowest compared entry with this formula, charge and spin (kJ/mol) = 4.2
- structure (SMILES) = CC1(C)SC[C@H](CCC(=O)Nc2ccc3c(c2)CO[C@H](C(=O)O)C3)S1
- LUMO level (eV) = 0.43
- HOMO (eV) = -8.467

Geometry as XYZ:
```
48
C18H23NO4S2 | the Open Molecules 2025 dataset | ωB97M-V with the def2-TZVPD basis set
C 6.92 -1.93 1.04
C 5.67 -2.40 1.78
C 5.47 -3.87 1.76
S 5.81 -1.81 3.53
C 4.06 -1.20 3.69
C 3.79 -0.41 2.40
C 2.29 0.02 2.30
C 2.07 0.86 1.05
C 0.58 1.21 0.79
O 0.04 2.07 1.43
N -0.13 0.38 -0.09
C -1.39 0.57 -0.72
C -1.77 -0.49 -1.58
C -3.09 -0.52 -2.09
C -3.95 0.57 -1.89
C -3.54 1.66 -1.11
C -2.29 1.63 -0.48
C -4.45 2.86 -0.97
O -5.70 2.74 -1.71
C -5.66 1.95 -2.93
C -7.02 2.03 -3.68
O -7.05 2.50 -4.78
O -8.11 1.50 -3.05
C -5.29 0.53 -2.50
S 4.20 -1.59 1.05
H 6.97 -0.84 0.99
H 7.84 -2.32 1.47
H 6.91 -2.32 0.01
H 5.22 -4.17 0.77
H 6.35 -4.43 2.10
H 4.63 -4.19 2.33
H 3.40 -2.10 3.75
H 3.89 -0.62 4.60
H 4.44 0.43 2.32
H 1.66 -0.87 2.31
H 2.02 0.57 3.21
H 2.43 0.31 0.19
H 2.60 1.82 1.15
H 0.45 -0.39 -0.47
H -1.14 -1.35 -1.78
H -3.41 -1.37 -2.64
H -2.03 2.38 0.25
H -4.72 3.04 0.08
H -3.93 3.71 -1.38
H -4.88 2.33 -3.61
H -8.84 1.53 -3.67
H -6.06 0.15 -1.82
H -5.26 -0.15 -3.37
```

***

Entry 8:
Molecular formula: C25H37FN2O5P
Method: DFT, ωB97M-V with the def2-TZVPD basis set

Properties
- total charge = +1
- gap between HOMO and LUMO (eV) = 7.54
- ΔE to the lowest compared entry with this formula, charge and spin (kJ/mol) = 0.0
- LUMO level (eV) = -3.86
- HOMO (eV) = -11.398

Geometry as XYZ:
```
71
C25H37FN2O5P | the Open Molecules 2025 dataset | ωB97M-V with the def2-TZVPD basis set
C -0.95 0.50 -3.97
O 0.34 0.68 -4.50
C 0.98 1.89 -4.18
C 2.46 1.66 -3.82
C 2.74 0.25 -3.31
C 2.14 -0.01 -1.92
C 3.23 -0.06 -0.84
C 2.72 0.12 0.55
C 2.35 -1.01 1.34
C 2.34 -2.44 0.88
C 0.93 -3.08 0.89
C -0.18 -2.27 0.27
F -0.02 -2.25 -1.12
C 1.96 -0.78 2.63
N 1.88 0.46 3.14
C 2.17 1.54 2.40
O 2.05 2.75 2.97
C 0.81 3.04 3.65
O 0.46 2.31 4.53
C 0.19 4.26 3.14
C -1.20 4.32 3.11
C -1.82 5.45 2.62
C -1.06 6.52 2.18
C 0.33 6.46 2.23
C 0.96 5.33 2.69
C 2.60 1.40 1.10
P 2.90 2.93 0.13
N 1.76 3.38 -0.84
H -1.71 0.92 -4.63
H -1.13 -0.56 -3.85
H -1.04 0.97 -2.99
H 0.93 2.56 -5.04
H 0.47 2.40 -3.36
H 2.73 2.38 -3.05
H 3.09 1.85 -4.69
H 2.38 -0.49 -4.01
H 3.83 0.13 -3.26
H 1.39 0.75 -1.68
H 1.64 -0.98 -1.94
H 3.97 0.72 -1.05
H 3.75 -1.01 -0.93
H 2.82 -2.56 -0.08
H 2.95 -3.01 1.59
H 0.65 -3.30 1.92
H 0.99 -4.01 0.33
H -0.20 -1.24 0.62
H -1.15 -2.71 0.49
H 1.70 -1.58 3.30
H 1.57 0.61 4.09
H -1.79 3.49 3.47
H -2.90 5.50 2.58
H -1.54 7.41 1.80
H 0.92 7.30 1.89
H 2.03 5.27 2.73
H 4.15 2.68 -0.44
H 3.20 3.87 1.12
H 0.96 2.76 -0.85
O -3.32 -2.94 0.17
C -3.90 -3.97 -0.07
O -5.23 -3.99 0.05
C -6.04 -5.12 -0.32
C -6.11 -6.16 0.78
C -3.15 -5.23 -0.45
H -5.69 -5.54 -1.26
H -7.02 -4.69 -0.50
H -5.13 -6.59 1.00
H -6.78 -6.97 0.49
H -6.49 -5.71 1.70
H -2.78 -5.69 0.46
H -2.31 -4.94 -1.07
H -3.75 -5.96 -0.99
```

***

Entry 9:
Molecular formula: C28H23F16O4PS
Method: DFT, ωB97M-V with the def2-TZVPD basis set

Properties
- gap between HOMO and LUMO (eV) = 6.86
- ΔE to the lowest compared entry with this formula, charge and spin (kJ/mol) = 267.6
- structure (SMILES) = Cc1ccc(CC2=CC(=O)c3cccc([PH2]=S)c3C2=O)cc1.FC(F)C(F)(F)COC(F)(F)C(F)F.FC(F)C(F)(F)COC(F)(F)C(F)F
- LUMO level (eV) = -1.48
- HOMO (eV) = -8.337

Geometry as XYZ:
```
73
C28H23F16O4PS | the Open Molecules 2025 dataset | ωB97M-V with the def2-TZVPD basis set
C 6.46 -2.23 1.81
C 5.36 -1.56 0.93
C 4.04 -1.36 1.50
C 2.99 -0.72 0.72
C 3.25 -0.30 -0.65
C 2.22 0.36 -1.61
C 0.81 0.58 -0.99
C 0.33 1.86 -0.95
C -1.07 2.17 -0.40
O -1.66 3.18 -0.72
C -1.75 1.15 0.54
C -2.83 1.60 1.40
C -3.45 0.63 2.29
C -3.00 -0.76 2.26
C -1.93 -1.20 1.37
P -1.44 -2.99 1.38
S -2.03 -3.79 -0.31
C -1.26 -0.23 0.50
C -0.08 -0.58 -0.45
O 0.21 -1.69 -0.81
C 4.60 -0.50 -1.20
C 5.66 -1.15 -0.43
H 7.02 -1.43 2.35
H 7.12 -2.82 1.12
H 5.97 -2.94 2.52
H 3.79 -1.70 2.53
H 1.99 -0.57 1.17
H 2.64 1.36 -1.91
H 2.08 -0.27 -2.53
H 0.95 2.71 -1.33
H -3.09 2.68 1.34
H -4.26 0.98 2.97
H -3.52 -1.45 2.96
H -0.05 -3.15 1.62
H -2.23 -3.64 2.39
H 4.82 -0.16 -2.24
H 6.65 -1.27 -0.92
F -3.29 7.57 2.00
C -3.52 8.32 0.91
F -3.23 9.60 1.26
C -4.96 8.22 0.43
F -5.82 8.69 1.37
F -5.09 9.05 -0.65
C -5.43 6.82 -0.02
O -6.17 6.06 0.92
C -5.46 5.28 1.84
F -4.15 5.28 1.51
F -5.89 4.01 1.66
C -5.71 5.71 3.28
F -5.34 6.99 3.49
F -4.99 4.95 4.14
H -2.82 8.03 0.12
H -6.14 6.99 -0.84
H -4.62 6.24 -0.48
H -6.77 5.62 3.54
F 3.90 -5.01 -1.35
C 2.81 -4.63 -0.64
F 3.11 -4.84 0.67
C 1.56 -5.43 -1.03
F 1.72 -6.74 -0.74
F 0.54 -4.99 -0.24
C 1.09 -5.28 -2.48
O 1.47 -6.31 -3.39
C 2.71 -6.21 -4.02
F 3.26 -5.01 -3.76
F 2.47 -6.24 -5.35
C 3.63 -7.38 -3.66
F 3.87 -7.42 -2.33
F 4.84 -7.24 -4.27
H 2.65 -3.56 -0.79
H 0.00 -5.34 -2.45
H 1.30 -4.29 -2.89
H 3.20 -8.33 -3.96
```

***

Entry 10:
Molecular formula: C17H33Br8Cl3O2
Method: DFT, ωB97M-V with the def2-TZVPD basis set

Properties
- gap between HOMO and LUMO (eV) = 9.78
- ΔE to the lowest compared entry with this formula, charge and spin (kJ/mol) = 97.9
- structure (SMILES) = ClC(Cl)Cl.C1CCOC1.C1CCOC1.BrCCBr.BrCCBr.BrCCBr.BrCCBr
- LUMO level (eV) = 0.09
- HOMO (eV) = -9.690

Geometry as XYZ:
```
63
C17H33Br8Cl3O2 | the Open Molecules 2025 dataset | ωB97M-V with the def2-TZVPD basis set
Cl -4.63 -1.94 -1.39
C -4.76 -0.46 -0.41
Cl -6.10 -0.61 0.73
Cl -5.13 0.87 -1.55
H -3.85 -0.25 0.16
C -1.22 1.24 -1.74
C -0.91 -0.19 -1.24
C -0.87 -0.01 0.25
O -1.71 1.06 0.55
C -1.43 2.05 -0.45
H -2.11 1.20 -2.36
H -0.48 1.62 -2.45
H -0.01 -0.60 -1.70
H -1.64 -0.97 -1.43
H 0.11 0.25 0.66
H -1.13 -0.94 0.74
H -0.58 2.70 -0.22
H -2.32 2.67 -0.57
C -0.06 -4.04 2.71
C -1.31 -4.15 1.84
C -2.52 -3.73 2.79
O -1.91 -2.74 3.58
C -0.49 -2.98 3.74
H 0.83 -3.82 2.11
H 0.11 -5.00 3.21
H -1.52 -5.13 1.41
H -1.23 -3.52 0.96
H -2.77 -4.59 3.41
H -3.38 -3.25 2.32
H -0.25 -3.39 4.72
H 0.08 -2.08 3.51
Br 3.17 3.05 2.24
C 1.28 2.62 2.92
C 1.17 1.26 3.54
Br -0.65 1.00 4.31
H 0.58 2.70 2.09
H 1.00 3.40 3.63
H 1.86 1.01 4.36
H 1.31 0.44 2.83
Br 0.70 5.83 1.48
C 2.01 5.54 0.01
C 1.23 5.50 -1.37
Br 2.51 5.77 -2.84
H 2.59 4.65 0.24
H 2.70 6.39 0.06
H 0.59 6.39 -1.32
H 0.70 4.57 -1.53
Br 2.50 1.53 -0.57
C 4.05 0.35 -0.83
C 5.34 1.18 -0.64
Br 6.84 -0.07 -0.56
H 4.01 -0.20 -1.77
H 3.89 -0.37 -0.02
H 5.40 1.75 0.29
H 5.54 1.80 -1.52
Br 0.57 -2.42 -3.37
C -0.23 -3.56 -4.74
C -1.55 -2.83 -5.02
Br -2.42 -3.72 -6.58
H -0.33 -4.54 -4.29
H 0.42 -3.62 -5.61
H -1.36 -1.77 -5.19
H -2.24 -2.92 -4.18
```

***

Entry 11:
Molecular formula: C3H11N4
Method: DFT, ωB97M-V with the def2-TZVPD basis set

Properties
- total charge = +1
- gap between HOMO and LUMO (eV) = 9.08
- ΔE to the lowest compared entry with this formula, charge and spin (kJ/mol) = 116.4
- LUMO level (eV) = -3.98
- HOMO (eV) = -13.063

Geometry as XYZ:
```
18
C3H11N4 | the Open Molecules 2025 dataset | ωB97M-V with the def2-TZVPD basis set
N 0.60 1.02 -1.85
C 1.71 0.46 -1.22
N 1.91 -0.80 -1.38
H 0.12 1.77 -1.45
H 0.00 0.26 -2.09
H 2.34 1.09 -0.57
H 2.76 -1.05 -0.92
C -0.64 1.44 1.80
N -1.41 -1.85 0.36
C -1.46 -0.54 0.67
N -0.58 0.08 1.41
H -0.68 1.50 2.89
H -1.59 1.89 1.50
H 0.17 2.05 1.36
H -0.48 -2.22 0.40
H -1.90 -2.13 -0.51
H -2.27 0.10 0.34
H 0.20 -0.57 1.74
```

***

Entry 12:
Molecular formula: C13H20ClN2O5
Method: DFT, ωB97M-V with the def2-TZVPD basis set

Properties
- total charge = +1
- gap between HOMO and LUMO (eV) = 8.02
- LUMO level (eV) = -3.71
- HOMO (eV) = -11.734

Geometry as XYZ:
```
41
C13H20ClN2O5 | the Open Molecules 2025 dataset | ωB97M-V with the def2-TZVPD basis set
C -1.35 -6.58 -2.85
C -0.18 -5.53 -2.44
O 0.74 -5.88 -1.66
O -0.28 -4.23 -3.05
C -0.08 -3.19 -2.06
O -0.83 -3.19 -1.05
C 1.07 -2.14 -2.38
C 1.37 -1.09 -1.22
C 2.54 -0.12 -1.45
N 2.55 0.73 -0.26
C 1.49 0.27 0.58
Cl 1.16 1.11 2.18
N 0.74 -0.85 0.07
H -2.32 -6.01 -3.09
H -1.06 -7.20 -3.77
H -1.56 -7.28 -1.98
H 0.84 -1.53 -3.34
H 2.04 -2.71 -2.60
H 3.18 -0.11 -2.39
H 3.21 1.52 -0.10
H -0.07 -1.36 0.44
C -0.40 3.78 -1.49
C 1.06 4.07 -1.74
O 1.91 3.20 -1.63
C 1.43 5.48 -2.12
H -0.51 2.73 -1.22
H -0.76 4.39 -0.66
H -0.97 3.98 -2.39
H 1.14 6.17 -1.32
H 0.93 5.75 -3.05
H 2.51 5.54 -2.27
C -2.24 1.13 6.29
C -2.41 1.38 4.82
O -3.30 2.09 4.40
C -1.42 0.73 3.89
H -3.02 1.66 6.84
H -2.34 0.06 6.50
H -1.27 1.49 6.63
H -1.48 -0.36 3.99
H -0.41 1.08 4.12
H -1.66 1.00 2.86
```

***

Asked for molar mass across the records above, the calculation gives 114.17 717.12 591.40 639.29 102.01 114.12 381.52 495.55 790.50 1015.04 103.15 319.76 g mol⁻¹ in order.
Asked for E_tot across the records above, the calculation gives -9949.072 -61633.395 -67710.369 -151150.423 -21748.036 -10994.378 -50390.482 -51742.019 -101200.493 -620165.024 -9243.036 -39535.973 eV in order.